Record 1
124
Properties=species:S:1:pos:R:3:forces:R:3 method="wB97M-V/def2-TZVPD" homo_lumo_gap_ev=9.25 total_charge=0 max_force_ha_per_bohr=0.10482 spin_multiplicity=1 e_tot_ha=-6967.0908 mol_weight_g_mol=1212.22
C -8.1646 -20.2812 6.5065 0.0757 -1.0924 0.3907
C -8.0516 -18.8650 5.9044 -1.0889 -0.9422 0.7545
O -8.2135 -19.0166 4.5063 -0.2299 -1.0290 -1.9430
S -8.9033 -20.4663 4.0764 -1.2531 -1.3472 1.4112
O -8.4491 -21.0758 2.8217 -0.1536 1.9270 3.0830
O -10.3537 -20.4096 4.3041 2.8442 0.3305 -0.4287
O -8.2286 -21.2304 5.4545 -0.4170 0.5654 -2.9668
H -9.0731 -20.4522 7.0841 -0.0041 0.5556 0.1869
H -7.3132 -20.5975 7.1091 0.0535 0.2954 -0.0163
H -7.1064 -18.3764 6.1409 -0.1941 0.0304 -0.3385
H -8.9338 -18.3639 6.3029 0.3675 0.7067 -0.1365
C -19.8086 -19.7843 6.7046 1.0628 1.5436 -2.0158
C -21.3082 -19.5072 6.7975 0.1408 -0.7613 0.7823
O -21.7844 -20.6482 7.5223 1.6117 -1.6275 1.7316
S -20.6366 -21.0404 8.6750 -0.1884 -1.5249 1.9736
O -20.4728 -22.5036 8.8619 -0.3547 3.8190 -1.4836
O -20.9289 -20.2860 9.8809 0.5070 -0.6449 -1.8809
O -19.3092 -20.3082 7.9205 -2.5971 -1.3798 0.7552
H -19.2184 -18.8960 6.4794 -0.2789 0.4891 0.5003
H -19.5178 -20.3707 5.8330 -0.4824 -0.9241 0.2597
H -21.8942 -19.5877 5.8819 0.5180 0.6304 -0.1571
H -21.5412 -18.6536 7.4340 0.0673 0.3850 -0.4744
C -13.2680 -28.8782 2.7852 1.6336 -0.5082 -0.9295
C -14.2278 -28.6214 1.6637 0.6804 -0.9072 -2.5119
O -15.3143 -27.9196 2.1033 -2.2518 1.1286 3.4145
S -15.3199 -27.9251 3.8445 2.2116 2.1733 -0.1925
O -15.9170 -29.1610 4.2716 0.3892 1.3832 -0.3548
O -15.5779 -26.6064 4.4816 0.1916 -3.9296 -2.2965
O -13.6142 -28.0508 3.8418 -2.4988 0.3734 1.0182
H -12.2975 -28.5807 2.3882 0.2405 0.0977 0.5476
H -13.1852 -29.9367 3.0319 -0.3602 0.0263 0.4128
H -14.4583 -29.5442 1.1314 -0.6980 -0.4485 0.5291
H -13.8191 -28.0609 0.8229 0.4631 0.6119 0.3624
C -22.1759 -13.4190 2.5949 -0.1753 -1.2065 -1.1299
C -22.0433 -11.8762 2.2855 -0.6769 -1.6928 -0.9863
O -21.7989 -11.2593 3.4971 0.7026 -0.6987 2.7537
S -21.3425 -12.3446 4.6581 2.6417 0.6026 4.6597
O -22.0709 -12.1276 5.9313 0.8246 -0.3952 -3.7705
O -19.8662 -12.3835 4.8762 -3.6870 0.2096 -1.6687
O -21.8105 -13.6873 3.9152 0.4809 1.9631 2.3343
H -21.5221 -14.1515 2.1214 -0.0445 0.7327 -1.2930
H -23.1894 -13.8162 2.5386 -0.1746 0.5037 -0.5238
H -23.0300 -11.5511 1.9558 0.2420 0.2060 -0.3088
H -21.2540 -11.6171 1.5798 -0.1151 -0.2397 -0.0790
C -21.3306 -14.0858 -11.0994 -0.2312 -1.5963 0.6356
C -22.7284 -13.6393 -10.8261 -0.1831 2.8588 -2.8698
O -23.1268 -13.7840 -9.5120 1.0408 -0.2927 2.2512
S -21.7741 -13.3240 -8.6351 1.0613 -0.5744 1.9289
O -21.6784 -13.9640 -7.2881 -0.5457 1.2115 -4.5986
O -21.5999 -11.8669 -8.6472 -0.4108 -2.9827 -0.8235
O -20.7534 -14.1580 -9.7896 -0.3855 1.4023 1.5653
H -20.8354 -13.4550 -11.8376 0.2789 0.3154 0.5633
H -21.4219 -15.0700 -11.5588 0.7906 -0.4390 0.5108
H -23.3696 -14.0271 -11.6176 -0.6386 -0.3203 0.8448
H -22.6330 -12.5711 -11.0206 -0.7738 0.4121 -0.0225
C -25.1014 -21.4948 -8.2593 -2.5693 -1.1660 -0.0934
C -23.6520 -21.2734 -8.1542 0.6550 0.0105 0.4539
O -23.1038 -22.2432 -7.2848 -0.1531 -1.6214 1.7529
S -24.2263 -23.1903 -6.4922 -0.7050 2.1770 -1.4229
O -24.4783 -22.6174 -5.1877 0.4243 -1.0232 -1.6949
O -23.9819 -24.5850 -6.7032 0.0532 1.3332 0.4192
O -25.4132 -22.7337 -7.5591 0.6505 -0.2549 0.4822
H -25.3780 -21.5726 -9.3108 -0.1960 -0.6103 0.0538
H -25.7634 -20.7164 -7.8800 0.3832 0.0848 0.4819
H -23.5884 -20.2823 -7.7051 1.1612 0.1084 -0.4900
H -23.1900 -21.5169 -9.1110 0.2994 0.9675 0.0727
C -13.0400 -12.6500 0.4000 0.6014 -0.5961 0.7469
C -14.2625 -13.1520 1.2154 -0.0834 2.0293 -1.4027
O -15.1928 -12.1349 0.7121 -0.6695 0.0095 0.1200
S -15.1054 -11.8878 -0.8810 -1.6994 -0.0778 1.8872
O -15.5163 -10.4788 -1.0751 1.9820 -3.4512 -0.0655
O -15.8902 -12.9627 -1.4647 1.5961 1.6325 -0.2589
O -13.4725 -12.2989 -0.9002 -2.4434 0.7113 -1.6184
H -12.2989 -13.4345 0.2469 0.1482 0.1862 0.1607
H -12.6134 -11.7162 0.7665 0.1294 -0.3930 0.7690
H -14.2657 -12.9656 2.2893 0.4551 -0.1683 -0.1840
H -14.5860 -14.1650 0.9760 -0.0350 0.1140 -0.1535
C -28.5447 -14.6739 -6.6232 0.0109 -1.2675 -0.9279
C -28.0928 -13.5151 -5.8450 -0.9207 1.3763 -0.2974
O -27.1368 -13.9465 -4.9220 1.5632 -1.6115 0.6715
S -27.2105 -15.5899 -4.7092 -0.4460 -0.4243 2.7939
O -27.6582 -15.9461 -3.3399 1.1915 1.3024 -3.5617
O -26.0548 -16.2572 -5.2446 -0.9699 1.0792 0.3084
O -28.4467 -15.7205 -5.6682 -0.9382 -1.5104 -0.3052
H -27.9174 -14.8661 -7.4936 0.4647 -0.2638 0.1765
H -29.5439 -14.6117 -7.0542 -0.1962 -0.0223 0.6741
H -28.9179 -13.1306 -5.2456 -0.0270 0.5559 -0.3495
H -27.6965 -12.8566 -6.6179 0.2721 0.7834 0.8105
C -16.6575 -20.7547 -12.7170 0.0419 0.1750 -0.4385
C -16.5838 -19.2246 -12.5442 2.5584 -0.6859 -2.3799
O -16.1781 -18.4039 -13.3769 -0.9853 -1.1645 -0.4668
N -16.7013 -18.8087 -11.3231 -0.8424 1.5922 4.3231
C -16.8201 -19.5177 -10.0727 -0.6125 -0.7828 0.5374
H -16.0550 -21.2861 -11.9803 -0.0777 0.3457 0.3787
H -16.2149 -21.0942 -13.6534 -0.4441 0.4646 -0.2510
H -17.6833 -21.1071 -12.6087 -0.0020 -0.0690 -0.1662
H -16.5031 -17.8319 -11.1596 0.0174 0.0547 -0.6303
H -15.9010 -19.5765 -9.4896 0.4941 -0.3425 -0.5151
H -17.2556 -20.5038 -10.2342 0.3071 -0.0139 0.1067
H -17.4704 -19.0424 -9.3384 -0.4652 0.4291 -0.4832
C -16.5487 -26.0070 -6.7615 0.4143 0.0495 -0.2672
C -15.7586 -24.8413 -6.2099 -1.7198 0.0370 1.6200
O -16.3201 -23.9681 -5.5728 -0.3993 0.9201 -0.3026
N -14.4420 -24.9542 -6.1764 3.4378 -0.0560 -0.8886
C -13.4281 -23.9648 -5.7160 -0.9629 0.0087 0.3192
H -16.9250 -26.5416 -5.8892 0.2091 -0.2393 -0.0713
H -15.8866 -26.6172 -7.3759 -0.3518 -0.3625 -0.0042
H -17.4379 -25.7120 -7.3186 0.2818 0.2833 -0.0645
H -13.9850 -25.7295 -6.6349 -0.5031 0.0060 -0.0835
H -13.7764 -22.9330 -5.7632 -0.3734 -0.1927 -0.2394
H -12.5290 -24.0304 -6.3287 -0.1412 -0.2403 0.0239
H -13.1804 -24.1274 -4.6670 0.1065 -0.1838 -0.0242
C -19.2796 -19.8765 -1.9438 -2.0848 1.0047 -1.2531
C -18.3245 -20.0817 -0.9000 1.6041 1.7584 2.8511
O -18.2649 -19.5213 0.2070 -0.7698 -0.4814 -1.1046
N -17.4630 -21.0072 -1.2450 2.4699 -2.4144 -0.2576
C -16.4670 -21.5685 -0.3464 -0.0051 -0.3248 0.6072
H -18.8846 -19.7912 -2.9561 0.3624 -0.0643 0.1245
H -19.8466 -18.9664 -1.7481 -0.4307 -0.4160 -0.0039
H -19.8268 -20.8186 -1.9101 -0.8623 0.3823 -0.2665
H -17.3607 -21.2084 -2.2295 -0.1206 -0.2443 0.2493
H -15.5086 -21.0513 -0.3931 -0.0056 -0.0054 -0.0254
H -16.3229 -22.6409 -0.4784 0.0879 0.0419 -0.8158
H -16.8038 -21.5770 0.6902 -0.2511 0.7464 -0.1073

Record 2
89
Properties=species:S:1:pos:R:3:forces:R:3 method="wB97M-V/def2-TZVPD" homo_lumo_gap_ev="7.25 / 8.16" total_charge=+1 max_force_ha_per_bohr=0.02285 spin_multiplicity=3 e_tot_ha=-5095.8430 mol_weight_g_mol=812.82
W 0.4194 -0.3512 1.0698 -0.2721 0.6561 0.9359
C 0.9782 3.5425 0.7169 -0.0308 0.1434 0.1065
C 1.7279 3.4382 -0.5987 0.0604 -0.1266 -0.1964
C 3.0222 2.6500 -0.4531 0.1454 0.0965 0.0052
C 2.0072 4.8215 -1.1600 0.0044 0.0699 -0.1081
O 0.8601 2.7881 -1.5484 -0.1359 0.0816 0.0980
Si 0.6442 1.2662 -2.0241 -0.1515 -0.1189 0.0848
O 0.4493 0.2949 -0.6153 0.3485 0.3295 -0.8077
O 1.8983 0.7616 -2.8890 0.0304 0.0888 0.2787
C 2.4972 -0.5080 -3.2027 -0.2026 0.0367 -0.1123
C 1.4136 -1.5748 -3.2775 -0.0304 -0.1170 -0.0269
C 3.5336 -0.7991 -2.1371 0.2290 -0.1806 0.0140
C 3.1639 -0.3307 -4.5552 0.0161 0.0340 -0.1333
O -0.7266 1.0990 -2.8429 -0.1442 0.1261 -0.0480
C -1.9601 1.8763 -2.8767 0.2689 -0.0934 0.0507
C -2.3513 2.2735 -1.4632 -0.0163 0.1108 0.1239
C -2.9923 0.9525 -3.4875 -0.1336 -0.1424 -0.0487
C -1.7345 3.0937 -3.7553 0.0449 0.0613 -0.0761
H 1.5939 4.0443 1.4659 -0.0078 0.0172 -0.0101
H 0.7156 2.5600 1.1073 -0.0094 -0.1208 0.0235
H 0.0557 4.1119 0.5862 0.0460 -0.0161 -0.0013
H 3.7373 3.2222 0.1395 0.0105 -0.0244 0.0125
H 3.4630 2.4509 -1.4322 -0.0431 0.0631 0.0663
H 2.8680 1.6934 0.0501 -0.0666 -0.0855 0.0210
H 2.6347 5.3949 -0.4748 -0.0303 -0.0227 -0.0253
H 1.0702 5.3612 -1.3121 0.0514 -0.0273 0.0095
H 2.5194 4.7424 -2.1209 -0.0197 0.0051 0.0576
H 0.9743 -1.7755 -2.2970 0.0251 0.0372 0.0236
H 1.8304 -2.5088 -3.6581 -0.0169 0.0017 0.0299
H 0.6125 -1.2541 -3.9481 0.0863 -0.0106 0.0098
H 3.0842 -0.8843 -1.1487 -0.1179 -0.0029 0.1059
H 4.2786 -0.0008 -2.1107 -0.0361 -0.0587 -0.0036
H 4.0420 -1.7411 -2.3572 0.0133 0.0479 0.0166
H 2.4210 -0.0716 -5.3120 0.0372 -0.0224 0.0369
H 3.6659 -1.2519 -4.8582 -0.0197 0.0454 0.0185
H 3.9028 0.4713 -4.5078 -0.0332 -0.0366 -0.0063
H -2.3775 1.3946 -0.8186 -0.0364 -0.0309 0.0370
H -3.3470 2.7213 -1.4564 0.0225 -0.0126 -0.0143
H -1.6481 3.0000 -1.0484 -0.0304 -0.0562 -0.0561
H -3.1349 0.0716 -2.8566 0.0033 0.0502 -0.0348
H -2.6678 0.6227 -4.4763 -0.0152 0.0231 0.0512
H -3.9499 1.4680 -3.5875 0.0356 -0.0313 0.0046
H -0.9519 3.7326 -3.3421 -0.0220 -0.0370 0.0109
H -2.6554 3.6767 -3.8279 0.0399 -0.0204 -0.0044
H -1.4399 2.7833 -4.7598 -0.0165 0.0261 0.0444
C 1.6124 0.7031 5.0673 0.1547 0.1382 0.0910
S 0.0446 0.2735 4.3714 -0.0889 -0.5853 -0.0715
C -0.9393 1.5691 5.0597 -0.0536 0.2286 0.0762
O 0.1387 0.7026 2.8949 0.0410 0.0520 -0.7006
H 1.8582 1.7165 4.7500 0.0567 -0.0184 0.0551
H 2.3405 -0.0144 4.6982 0.0256 0.0035 0.0230
H 1.5220 0.6346 6.1534 0.0470 0.0109 -0.0519
H -1.0985 1.3425 6.1152 -0.0061 0.0522 -0.0475
H -1.8875 1.5620 4.5258 -0.0147 0.0295 0.0646
H -0.4269 2.5220 4.9267 -0.0961 -0.0068 0.0183
C -1.7968 -2.7099 -0.3153 0.0872 -0.2225 -0.3836
Si -1.7674 -1.5715 1.1465 -0.3775 -0.2421 0.0982
C -1.9036 -2.5358 2.7464 -0.0810 -0.0619 0.2375
C -3.3079 -0.5191 1.0491 -0.1205 0.2163 -0.0450
C -4.1768 -0.6009 -0.0431 -0.0531 0.0890 0.0297
C -5.3677 0.1184 -0.0684 0.0898 -0.0118 -0.0020
C -5.7060 0.9420 0.9958 0.0366 -0.0303 0.0072
C -4.8543 1.0413 2.0902 0.0511 -0.0219 -0.0305
C -3.6723 0.3144 2.1109 -0.0846 0.0814 -0.0770
H -2.6957 -3.3320 -0.2590 0.0681 -0.0326 -0.0844
H -0.9230 -3.3639 -0.3446 -0.0352 -0.0702 0.0084
H -1.8153 -2.1538 -1.2585 -0.0070 -0.0502 0.0656
H -2.5015 -3.4311 2.5384 0.0254 0.0646 0.1021
H -2.4453 -1.9477 3.4931 0.0411 -0.0596 -0.0175
H -0.9498 -2.8426 3.1707 -0.0438 -0.0003 0.0018
H -3.9303 -1.2321 -0.8910 -0.0331 0.0245 0.0812
H -6.0297 0.0357 -0.9220 0.0189 -0.0027 0.0288
H -6.6335 1.5005 0.9778 0.0260 -0.0107 -0.0011
H -5.1175 1.6797 2.9250 0.0019 -0.0166 -0.0205
H -3.0243 0.3931 2.9790 -0.0016 -0.0225 -0.0094
C 3.6826 -4.4658 2.6019 0.3522 -0.2343 0.1792
Si 2.1756 -3.9422 1.6943 -0.0293 0.3376 0.0116
C 0.6960 -4.8668 2.2708 -0.3094 -0.2906 0.0955
C 2.3739 -4.0142 -0.1284 0.1016 -0.1153 -0.4174
Se 1.9606 -1.7166 2.3354 0.3699 -0.0934 0.2381
H 3.8535 -5.5321 2.4127 0.0637 0.0918 0.0641
H 3.5610 -4.3287 3.6797 0.0460 -0.0271 -0.0711
H 4.5665 -3.9119 2.2766 -0.0504 -0.0522 0.0395
H 0.8164 -5.9162 1.9725 -0.0706 0.0948 0.0668
H -0.2296 -4.4906 1.8320 0.0604 -0.0950 -0.0046
H 0.6023 -4.8328 3.3594 -0.0278 -0.0214 -0.0708
H 2.4092 -5.0589 -0.4608 0.0050 0.1312 -0.0002
H 3.2998 -3.5232 -0.4352 -0.0542 -0.0098 -0.0479
H 1.5389 -3.5257 -0.6318 -0.0119 0.0034 -0.0919